Entry 1:
ORCA calculation (ωB97M-V/def2-TZVPD) on one molecule with the formula C6H7ClS in a non-equilibrium geometry.

Its charge is 0. For the maximum force, the calculation gives 0.0254 Eh/bohr. The SMILES is ClC[C@@H]1[C@@H]2C=CS[C@@H]21. The value obtained for the lowest unoccupied orbital energy is 0.84 eV. Its HOMO energy is -8.27 eV. The total energy comes out at -29692.1128 eV.

Each line ends with the Mulliken charge.
Geometry (Å):
1 Cl 2.26246 2.22864 -0.10832  -0.22
2 S -0.15366 -0.06404 2.09047  -0.17
3 C -1.54942 -0.53916 -0.08839  -0.57
4 C 0.97108 -0.12604 -0.54046  -0.28
5 C 0.72892 -0.85169 0.74363  -0.20
6 C -1.64123 -0.00750 1.13838  -0.35
7 C 0.79679 1.36119 -0.69278  -0.58
8 C -0.19647 -1.06905 -0.42747  -0.14
9 H -0.17089 -2.02625 -0.98981  0.38
10 H -2.40069 -0.60529 -0.77003  0.34
11 H 1.80456 -0.53195 -1.12070  0.42
12 H -0.03719 1.73635 -0.11642  0.25
13 H -2.53874 0.46700 1.60020  0.33
14 H 1.44455 -1.60510 1.02725  0.42
15 H 0.67993 1.63289 -1.74554  0.36

Entry 2:
ORCA calculation (ωB97M-V/def2-TZVPD) on C6H7DyO6 as an isolated structure in a non-equilibrium geometry.

Its charge is +1. For the maximum force, the calculation gives 0.1131 Eh/bohr. As for the spin multiplicity: 7. The value obtained for the lowest unoccupied orbital energy (alpha / beta) is -5.17 / -6.55 eV. Its HOMO energy (alpha / beta) is -12.47 / -12.47 eV. The total energy comes out at -42693.6263 eV.

Each line ends with the Mulliken charge.
Geometry (Å):
1 Dy 0.29721 4.84197 2.22632  1.15
2 O -1.31766 3.65445 0.70332  -0.82
3 O -1.18388 -1.81780 -2.30040  -0.44
4 O -0.30493 2.12474 1.85613  -0.40
5 O 1.02442 -1.35960 -2.04973  -0.34
6 O 0.01448 -1.04547 -3.99341  -0.52
7 O -1.80639 1.44137 0.47785  -0.56
8 C -0.05515 -1.39176 -2.84568  0.75
9 C -0.33782 0.42048 1.49988  -0.55
10 C -1.37617 2.45261 1.09166  1.21
11 C 1.05480 -2.02593 -0.82785  -0.83
12 C 0.75628 0.10170 0.49074  -0.11
13 C 0.95689 -1.37283 0.32689  -0.14
14 H 0.00365 0.20885 2.52173  0.39
15 H 1.70235 0.54859 0.83709  0.18
16 H 1.24810 -3.09756 -0.90412  0.45
17 H -1.15755 -0.30576 1.48023  0.49
18 H -1.11346 -1.96769 -1.34469  0.42
19 H 1.07191 -1.98105 1.22778  0.35
20 H 0.52292 0.57069 -0.47374  0.32

Entry 3:
ORCA calculation (ωB97M-V/def2-TZVPD) on one molecule with the formula C6H7F in a non-equilibrium geometry.

Its charge is 0. For the maximum force, the calculation gives 0.1015 Eh/bohr. The value obtained for the lowest unoccupied orbital energy (alpha / beta) is -0.98 / -0.93 eV. Its HOMO energy (alpha / beta) is -8.39 / -8.02 eV. The total energy comes out at -9047.5148 eV.

Each line ends with the Mulliken charge.
Geometry (Å):
1 F -0.05656 2.45064 1.25611  -0.08
2 C -0.32424 2.16490 0.04873  -0.51
3 C 1.06494 -0.62083 0.98783  0.17
4 C 0.17143 -0.43273 -0.05880  -0.39
5 C 1.53024 -1.81224 1.31031  -0.92
6 C -1.39377 0.74637 -1.54959  -1.20
7 C -0.47364 0.77180 -0.44477  1.02
8 H 1.20316 -2.73883 0.87830  0.27
9 H 1.32145 0.31844 1.61683  0.16
10 H -0.01325 -1.39743 -0.54637  0.28
11 H -1.64504 1.85854 -1.81798  0.37
12 H -2.46424 0.35557 -1.26664  0.24
13 H 2.16736 -1.83090 2.13136  0.30
14 H -1.08784 0.16668 -2.54533  0.27

Entry 4:
ORCA calculation (ωB97M-V/def2-TZVPD) on one molecule with the formula C6H7F in a non-equilibrium geometry.

Its charge is 0. For the maximum force, the calculation gives 0.0589 Eh/bohr. The SMILES is FC1C=CCC=C1. The value obtained for the lowest unoccupied orbital energy is 1.01 eV. Its HOMO energy is -9.64 eV. The total energy comes out at -9051.4562 eV.

Each line ends with the Mulliken charge.
Geometry (Å):
1 F -2.41291 -0.03857 0.73439  -0.34
2 C 0.75726 1.23038 0.09649  -0.36
3 C -1.38942 0.06107 -0.32552  0.55
4 C -0.65664 -1.21810 -0.19701  -0.66
5 C 0.62315 -1.28991 0.10701  -0.38
6 C -0.59257 1.35217 -0.18838  -0.69
7 C 1.42444 -0.10401 0.37917  -0.37
8 H 1.78248 0.00158 1.36547  0.32
9 H -1.12923 2.29892 -0.31980  0.36
10 H -1.29096 -2.03205 -0.51841  0.35
11 H -1.90827 0.00892 -1.30768  0.20
12 H 2.25841 -0.19178 -0.35175  0.24
13 H 1.17947 -2.17566 0.15897  0.43
14 H 1.35478 2.09703 0.36705  0.36

Entry 5:
ORCA calculation (ωB97M-V/def2-TZVPD) on a 2-piece molecular cluster, C6H7F2N4 overall in a non-equilibrium geometry.

Its charge is +1. For the maximum force, the calculation gives 0.0832 Eh/bohr. The value obtained for the lowest unoccupied orbital energy is -5.76 eV. Its HOMO energy is -12.93 eV. The total energy comes out at -17720.6472 eV.

Each line ends with the Mulliken charge.
Geometry (Å):
1 F -2.12557 2.98587 0.64320  -0.19
2 F -2.31587 1.02621 1.38913  -0.23
3 N -0.21570 -0.73753 -0.19390  -0.23
4 N 1.56834 -2.67228 -0.01321  -0.48
5 N 0.58167 0.24870 1.87825  -0.46
6 N -1.06606 1.78150 -1.78184  -0.19
7 C 1.52663 -1.82604 0.97061  -0.34
8 C -0.22984 -1.71126 -1.14159  -0.05
9 C -1.28174 1.18222 -0.74926  0.30
10 C -2.29215 1.73332 0.25454  0.45
11 C 0.58109 -0.71932 0.90594  0.74
12 C 0.75767 -2.68991 -1.07823  -0.26
13 H -0.55970 1.68026 -2.61035  0.28
14 H 0.81767 -3.35529 -1.97561  0.32
15 H -1.08399 -1.57459 -1.94281  0.32
16 H 1.18340 0.01154 2.75765  0.28
17 H 2.12372 -1.98876 1.84308  0.30
18 H -0.25840 0.72912 2.17700  0.24
19 H -3.21366 1.70386 -0.31898  0.19

Entry 6:
ORCA calculation (ωB97M-V/def2-TZVPD) on C6H7F3N2 as an isolated structure in a non-equilibrium geometry.

Its charge is 0. For the maximum force, the calculation gives 0.0739 Eh/bohr. The value obtained for the lowest unoccupied orbital energy is 0.12 eV. Its HOMO energy is -8.65 eV. The total energy comes out at -17466.8983 eV.

Each line ends with the Mulliken charge.
Geometry (Å):
1 F 1.81600 -1.42014 -0.00449  -0.26
2 F 2.33596 0.34305 -1.18663  -0.28
3 F 2.71143 0.32219 0.96208  -0.27
4 N 0.26327 2.10589 0.50544  -0.60
5 N -0.34285 0.08817 1.45075  -0.65
6 C 0.03846 0.75712 0.28665  0.54
7 C 1.86106 -0.07874 0.00758  0.78
8 C -1.34299 -1.64608 0.10928  -0.34
9 C -1.20690 -0.95586 -1.02612  -0.43
10 C -0.94948 -1.02921 1.35730  -0.14
11 C -0.65625 0.43317 -1.02603  -0.88
12 H 0.67623 2.29201 1.40808  0.27
13 H 0.02204 0.57598 -1.87062  0.36
14 H -1.48294 1.14355 -1.16366  0.43
15 H -1.52887 -1.35515 -1.97733  0.39
16 H 0.73161 2.59128 -0.24792  0.27
17 H -1.18890 -1.52592 2.28837  0.41
18 H -1.75687 -2.64129 0.12727  0.40

Entry 7:
ORCA calculation (ωB97M-V/def2-TZVPD) on C6H7FO as an isolated structure in a non-equilibrium geometry.

Its charge is 0. For the maximum force, the calculation gives 0.1853 Eh/bohr. The value obtained for the lowest unoccupied orbital energy is -0.59 eV. Its HOMO energy is -8.90 eV. The total energy comes out at -11093.7817 eV.

Each line ends with the Mulliken charge.
Geometry (Å):
1 F 0.72247 2.13403 -0.12640  -0.39
2 O 1.93809 -0.60287 -0.17065  -0.68
3 C 0.76309 -0.25578 -0.55917  0.00
4 C -1.58031 -0.48174 -0.38653  -0.81
5 C 0.12253 0.98362 0.05357  0.58
6 C 0.09387 0.17588 1.27955  -0.86
7 C -0.28455 -0.99641 0.18843  -0.32
8 C -1.32540 0.82812 -0.31149  -0.31
9 H -2.56086 -0.95447 -0.68626  0.35
10 H 2.76528 -0.41436 -1.33362  0.39
11 H -0.45725 0.19796 2.32527  0.23
12 H -0.04290 -1.97544 0.50414  0.57
13 H 0.47766 -0.55251 -1.55728  0.52
14 H -1.76579 1.76246 -0.75841  0.35
15 H 1.13406 0.15150 1.53885  0.37

Entry 8:
ORCA calculation (ωB97M-V/def2-TZVPD) on one molecule with the formula C6H7FO in a non-equilibrium geometry.

Its charge is 0. For the maximum force, the calculation gives 0.1847 Eh/bohr. The SMILES is C#CC(=C)[C@@H](F)CO. The value obtained for the lowest unoccupied orbital energy is 0.33 eV. Its HOMO energy is -9.17 eV. The total energy comes out at -11094.0321 eV.

Each line ends with the Mulliken charge.
Geometry (Å):
1 F -1.38239 -0.69053 -1.91256  -0.36
2 O 0.17156 1.75007 -1.47752  -0.54
3 C 0.85898 0.50918 -1.40321  -0.53
4 C 1.08903 -0.18276 2.50266  -0.29
5 C -0.63220 -0.58742 0.41529  0.54
6 C 0.45723 -0.44135 1.34815  -0.51
7 C -1.90889 -0.43481 0.84128  -0.70
8 C -0.11586 -0.69135 -1.11996  0.24
9 H 1.56113 0.46207 -2.38515  0.30
10 H -1.82897 -0.52033 1.97760  0.28
11 H 1.87609 0.03309 3.28658  0.37
12 H -2.88421 -0.24674 0.26511  0.29
13 H 1.73050 0.23500 -0.55697  0.25
14 H 0.50085 2.35166 -0.48148  0.36
15 H 0.50714 -1.54578 -1.29981  0.31

Entry 9:
ORCA calculation (ωB97M-V/def2-TZVPD) on a 2-piece molecular cluster, C6H7IO6 overall in a non-equilibrium geometry.

Its charge is 0. For the maximum force, the calculation gives 0.1099 Eh/bohr. The SMILES is Oc1coc(O)c1O.O=C(I)CO. The value obtained for the lowest unoccupied orbital energy is 0.44 eV. Its HOMO energy is -8.21 eV. The total energy comes out at -26718.1769 eV.

Each line ends with the Mulliken charge.
Geometry (Å):
1 I 0.62932 -2.38681 1.92025  -0.10
2 O -1.46867 -1.14441 0.31377  -0.40
3 O -2.30204 0.12167 -2.72576  -0.58
4 O 0.89004 -1.07536 -1.67493  -0.31
5 O -0.37218 -2.29818 -3.20023  -0.52
6 O -0.91025 1.78646 -0.62483  -0.62
7 O -1.85378 1.17174 1.83729  -0.54
8 C -0.22969 -1.20763 -2.40503  0.25
9 C -0.84432 0.22246 2.21858  -0.39
10 C -0.34629 0.74092 -1.31287  0.36
11 C 0.89496 0.21034 -1.14465  -0.50
12 C -1.07828 -0.13264 -2.17219  0.51
13 C -0.88345 -0.87399 1.29134  0.41
14 H 0.32111 -2.96158 -3.10167  0.35
15 H -1.17770 0.02382 3.33029  0.32
16 H 1.60065 0.31024 -0.31020  0.38
17 H -1.54113 1.53053 1.02716  0.43
18 H -1.61772 2.17427 -0.99582  0.28
19 H -2.26008 -0.20513 -3.60060  0.34
20 H 0.18589 0.61197 2.11496  0.33

Entry 10:
ORCA calculation (ωB97M-V/def2-TZVPD) on C6H7LiNaO6 as an isolated structure in a non-equilibrium geometry.

Its charge is +1. For the maximum force, the calculation gives 0.0340 Eh/bohr. The value obtained for the lowest unoccupied orbital energy is -4.28 eV. Its HOMO energy is -12.14 eV. The total energy comes out at -23237.3947 eV.

Each line ends with the Mulliken charge.
Geometry (Å):
1 Na -3.02279 1.93659 -1.53648  0.99
2 O -1.06137 1.31433 0.03737  -0.62
3 O 3.70567 0.47507 1.55110  -0.84
4 O -1.12813 -1.01135 0.63715  -0.34
5 O 2.31061 1.50597 0.10968  -0.30
6 O 4.31570 2.33882 0.52781  -0.83
7 O -1.91274 -0.31279 -1.34192  -0.50
8 C 3.48894 1.43388 0.77611  0.88
9 C -1.02438 -0.05472 -0.30733  1.23
10 C -2.35606 -1.71877 0.42324  -0.33
11 C 0.19143 0.70904 -0.53055  -0.48
12 C 1.38542 0.46912 0.32769  -0.62
13 C -2.54881 -1.57842 -1.08006  -0.30
14 Li 5.48658 1.32635 1.75287  0.89
15 H -2.21911 -2.75155 0.75346  0.29
16 H 0.39518 1.05102 -1.54940  0.40
17 H -3.16348 -1.24086 0.99352  0.26
18 H -2.02534 -2.36124 -1.64636  0.26
19 H -3.59768 -1.51304 -1.38790  0.28
20 H 1.83218 -0.51449 0.12797  0.37
21 H 0.94818 0.49704 1.36203  0.30

What is the charge in the seventh record?
0